Computed, not measured: C4H7NO as an isolated structure, with wB97M-V/def2-TZVPD.

Geometry as ORCA input:
```
! wB97M-V def2-TZVPD RIJCOSX def2/J DEFGRID3
* xyz 0 1
C -0.3721 1.0398 1.0423
C 0.5057 0.6725 0.0389
C -0.7097 -1.0281 0.0878
C 1.1633 -0.5975 0.0582
O 0.3522 1.3039 -1.1580
N -1.5551 -1.0347 -0.8257
H 0.8340 0.8243 -1.8422
H -1.6039 -0.2471 -1.4646
H -0.9960 1.9066 0.8981
H -0.1765 0.7413 2.0594
H -0.6874 -1.7188 0.9153
H 1.5384 -0.9418 1.0129
H 1.7071 -0.9204 -0.8225
*
```

* HOMO level: -0.273 Ha
* Kohn-Sham gap: 0.3005 Eh
* energy above the lowest of the compared OMol25 structures with the same formula, charge and spin: 108.0 kcal/mol